16
Properties=species:S:1:pos:R:3:forces:R:3:nbo_charge:R:1 method="wB97M-V/def2-TZVPD" homo_energy_ev="-7.80 / -8.13" charge=0 de_lowest_kcal_mol=112.08 orbital_gap_ev="7.810 / 8.126" mol_weight_g_mol=119.19 energy_ha=-685.84034
H -1.1618 0.3270 2.2878 0.08 -0.28 -0.28 0.19
H 1.5945 0.6135 -1.3333 0.22 -0.23 -0.70 0.23
C 1.1795 -0.3668 -1.1123 -0.83 1.44 1.77 -0.57
O -0.7937 2.0233 -0.5357 -0.51 -0.33 0.52 -0.70
C -0.3320 -0.3016 -0.9085 -1.36 0.47 -0.92 -0.41
C -0.9904 0.7578 0.0848 -0.17 -2.55 -1.88 -0.01
C -0.5897 0.7599 1.4757 0.96 1.07 0.98 -0.34
H -0.5664 -1.3522 -0.6530 -0.52 0.72 0.17 0.24
H -2.0455 0.3817 0.0636 0.26 0.75 -0.23 0.17
N 1.1844 -2.2458 0.5180 0.33 -2.47 3.45 -0.91
H -1.2783 2.5788 0.0784 0.06 0.85 -0.23 0.47
S 1.9217 -0.8563 0.4821 0.05 0.94 -1.00 0.66
H 1.2336 -1.1858 -1.7943 1.17 -0.23 -0.76 0.24
H 1.4029 -2.6415 1.5309 -0.55 0.68 -2.57 0.35
H -0.8441 -0.0722 -1.9246 0.89 -0.41 1.52 0.22
H 0.0853 1.5803 1.7405 -0.08 -0.41 0.15 0.18



10
Properties=species:S:1:pos:R:3:forces:R:3:nbo_charge:R:1 method="wB97M-V/def2-TZVPD" homo_energy_ev=-9.79 charge=0 smiles="O=CC(=S)CO" de_lowest_kcal_mol=75.49 orbital_gap_ev=7.712 mol_weight_g_mol=104.13 energy_ha=-665.26533
H -1.1263 -1.1880 1.3743 3.09 1.21 -0.61 0.12
H 0.7499 1.0528 -2.0146 -0.14 0.62 2.63 0.23
C -0.0556 -0.5153 1.1455 -3.38 -1.64 2.19 0.36
S -1.5122 -0.8815 -0.9540 2.87 1.47 -0.16 0.15
C -0.0965 -0.1563 -0.3456 -3.44 0.74 -0.07 -0.18
O 1.9277 1.1410 -0.1451 -1.06 -0.44 1.27 -0.74
H 0.2721 2.1138 -0.4319 -1.30 -0.86 -0.97 0.23
C 0.6169 1.1394 -0.8391 2.15 -1.43 -0.07 -0.16
O 0.5494 -0.1144 2.1088 0.49 0.30 -1.63 -0.51
H 1.6930 1.1062 0.8627 0.71 0.03 -2.57 0.48



19
Properties=species:S:1:pos:R:3:forces:R:3:nbo_charge:R:1 method="wB97M-V/def2-TZVPD" homo_energy_ev=-8.46 charge=0 smiles=CCSS.O.O.O de_lowest_kcal_mol=32.21 orbital_gap_ev=8.709 mol_weight_g_mol=148.25 energy_ha=-1105.45022
H -0.1620 -1.9255 -0.9909 -1.18 -1.13 0.60 0.22
S -2.1018 2.1574 -0.2126 0.06 0.03 0.80 -0.16
H 1.1874 2.0741 -1.0236 -0.84 -0.22 0.01 0.50
H 0.7299 1.6592 1.3450 -0.11 -0.56 -0.01 0.49
O 2.2876 -1.0314 1.6209 1.05 0.11 1.05 -0.94
C -1.2830 -2.0263 -0.7444 3.13 -1.35 -0.87 -0.66
C -1.4306 -1.0437 0.3818 -1.89 1.61 0.32 -0.51
H -1.8020 -1.4557 1.3355 -0.14 -0.28 -0.64 0.22
H 3.1763 -0.6415 1.5543 -0.15 -0.17 -0.60 0.47
H -1.5934 -1.9725 -1.8046 -1.10 1.08 0.92 0.25
H -0.5377 -0.5335 0.7058 0.43 0.26 -0.51 0.22
H 2.2850 -1.1009 2.5951 -0.70 -0.20 -0.46 0.48
H 1.7228 0.5445 0.7077 -0.78 0.17 0.70 0.50
S -2.7511 0.2125 -0.0793 -0.01 -0.05 -0.14 0.04
H 1.2590 2.2636 -2.5104 -0.30 0.00 -0.27 0.46
H -1.4879 2.3203 -1.3971 -0.04 -0.57 -0.10 0.16
O 0.6131 2.0634 -1.8225 1.15 0.20 0.03 -0.97
O 1.4640 1.4772 0.7552 0.80 0.69 -0.65 -0.99
H -1.5755 -3.0413 -0.4160 0.59 0.37 -0.18 0.22



45
Properties=species:S:1:pos:R:3:forces:R:3:nbo_charge:R:1 method="wB97M-V/def2-TZVPD" homo_energy_ev=-8.08 charge=0 smiles="C=C/C=C(/C)N.O.O.O.O.O.O.O.O.O.O" de_lowest_kcal_mol=29.18 orbital_gap_ev=8.296 mol_weight_g_mol=263.28 energy_ha=-1015.10348
H -0.8923 -0.4802 3.3813 -0.03 0.21 -0.30 0.49
H 3.5307 0.4144 -0.9137 -0.17 0.02 -0.13 0.21
C 1.9899 -1.0942 1.5956 -0.12 0.10 0.34 -0.42
O 1.1220 1.7361 3.2141 -0.85 0.28 0.08 -0.98
H 1.7899 -0.4410 -3.1619 -0.11 -0.02 -0.06 0.25
H 0.4634 3.4135 0.6743 0.09 0.10 0.12 0.51
H -0.5464 -0.1389 -1.3206 0.20 0.11 -0.09 0.41
O 1.8677 -3.0651 -2.1562 0.22 0.10 0.06 -0.98
H -1.2184 -2.1655 -1.9220 0.24 -0.49 0.06 0.52
H 2.0687 -1.3136 2.6551 0.32 0.15 -0.02 0.19
C 1.4718 0.2797 -1.2040 -0.03 0.04 0.51 0.25
H 0.6406 0.9078 -3.1267 -0.06 -0.08 0.25 0.21
H 1.2333 -1.7015 1.1147 0.09 0.04 -0.33 0.19
H -1.5467 -2.6600 0.1115 -0.12 0.01 0.29 0.50
C 2.6881 -0.1372 0.9766 -0.54 -0.75 0.08 -0.21
H -3.2585 1.9334 1.8190 0.34 -0.23 -0.03 0.50
H 2.3754 -2.8353 -1.3678 -0.09 0.01 -0.16 0.47
C 1.5550 0.5107 -2.6799 0.29 -0.02 -0.43 -0.67
O -3.6845 -0.4638 -0.3330 0.42 -0.32 0.24 -1.00
H -1.4263 -1.7720 1.3732 -0.39 -0.27 -0.17 0.49
H -3.2856 -1.2350 0.1498 -0.27 0.51 -0.17 0.51
H -3.3442 0.3158 0.1571 -0.23 -0.29 -0.09 0.50
H -0.0055 0.6208 2.7181 -0.10 -0.27 0.08 0.52
O 1.3020 3.5032 1.1953 -0.14 0.00 -0.21 -0.99
H 3.4517 0.3922 1.5304 0.14 0.08 0.14 0.19
C 2.5778 0.1956 -0.4369 0.32 0.34 -0.45 -0.39
O -2.0524 -2.3519 0.8960 0.55 0.31 0.13 -0.99
H 2.3567 1.2029 -2.9419 0.03 -0.06 0.15 0.23
H 1.1224 2.4408 2.5169 0.35 -0.11 0.06 0.52
H 1.9835 3.2506 0.5622 0.07 -0.02 0.11 0.48
O -2.1811 -0.8063 -2.4719 -0.04 0.29 0.25 -1.03
H -1.1548 -3.7151 -1.8628 0.03 -0.08 -0.03 0.49
O -0.8923 3.0285 -0.2843 0.12 -0.03 -0.35 -0.99
H 1.9794 1.3256 3.1800 0.51 -0.17 -0.13 0.48
O -0.7382 -0.0423 2.5295 -0.01 0.11 0.22 -1.03
H -1.5975 2.6117 0.2446 0.06 0.02 -0.04 0.50
H 0.0549 -0.1164 0.2408 0.19 -0.01 0.22 0.39
N 0.1784 0.2117 -0.7012 -0.31 -0.04 -0.29 -0.87
H -1.9518 1.0035 1.7754 -0.57 0.27 -0.03 0.52
H 0.9362 -2.9381 -1.9054 0.21 -0.07 0.06 0.49
O -0.7700 -2.9276 -1.4635 -0.59 0.52 -0.33 -0.99
H -2.2931 -0.0991 -3.1216 0.01 -0.30 0.19 0.49
H -0.5074 2.2816 -0.7783 -0.15 0.06 0.26 0.49
O -2.6071 1.5231 1.2314 0.16 -0.06 0.40 -1.00
H -2.7853 -0.6032 -1.6894 -0.04 0.00 -0.43 0.51